Formula: C5H14
Source: OMol25
Level of theory: ωB97M-V with the def2-TZVPD basis set

Values from the calculation:
**SMILES**: CCC.CC
**LUMO**: 0.042 hartree
**ΔE to the lowest compared entry with this formula, charge and spin**: 8.1 kcal per mole
**Electronic energy**: -5411.6988 eV
**2S+1**: 1
**Total charge**: 0
**HOMO-LUMO gap**: 12.4 eV

Last column: natural (NBO) charge in e.
Element x y z (Å)
C: 1.80 0.52 -0.73  -0.61
C: 0.78 1.58 -1.14  -0.41
C: -0.37 1.09 -2.04  -0.61
H: 1.68 0.16 0.29  0.21
H: 2.82 0.85 -0.87  0.21
H: 1.75 -0.37 -1.36  0.20
H: 0.36 2.05 -0.25  0.20
H: 1.26 2.42 -1.66  0.20
H: -0.37 1.62 -3.00  0.21
H: -0.31 0.02 -2.28  0.20
H: -1.35 1.24 -1.57  0.21
C: -0.96 -1.56 2.66  -0.61
C: -1.14 -1.50 1.15  -0.61
H: -0.43 -0.73 3.12  0.20
H: -1.92 -1.68 3.16  0.20
H: -0.39 -2.43 2.97  0.20
H: -1.31 -0.48 0.79  0.20
H: -0.22 -1.85 0.68  0.20
H: -2.01 -2.10 0.87  0.21